1.
Here is a 9-piece molecular cluster, C19H56N8O9 overall from the OMol25 dataset. Energies are from ωB97M-V/def2-TZVPD.

## Properties
M, g/mol: 540.704
SMILES: NC(N)=O.NC(N)=O.NC(N)=O.NC(N)=O.CC(C)O.CC(C)O.CC(C)O.CC(C)O.CC(C)O
Energy above the lowest of the compared OMol25 structures with the same formula, charge and spin, kcal per mole: 60.68
HOMO, eV: -8.5
Lowest unoccupied orbital energy, eV: -0.07
Energy, eV: -50960.5361

Last column: Mulliken charge in e.
CARTESIAN COORDINATES (ANGSTROEM)
N1 13.034 9.968 -10.124  -0.42
C1 13.152 11.028 -10.895  0.80
N2 13.012 12.090 -10.182  -0.40
O1 13.184 10.918 -12.105  -0.67
H1 12.705 10.065 -9.175  0.15
H2 13.237 9.068 -10.536  0.20
H3 13.111 13.020 -10.563  0.18
H4 13.038 12.003 -9.176  0.16
N3 15.970 10.096 -16.910  -0.24
C2 16.838 10.917 -17.505  0.55
N4 17.581 11.563 -16.627  -0.14
O2 17.068 10.942 -18.671  -0.72
H5 15.313 9.525 -17.423  0.17
H6 15.961 9.979 -15.907  0.19
H7 18.243 12.250 -16.958  0.15
H8 17.260 11.311 -15.703  0.43
N5 17.940 9.736 -13.137  0.48
C3 16.905 10.620 -13.141  0.59
N6 16.285 10.690 -11.987  0.42
O3 16.535 11.115 -14.147  -1.00
H9 18.145 9.101 -12.379  0.01
H10 18.375 9.521 -14.022  -0.35
H11 15.351 11.057 -12.099  -0.24
H12 16.822 10.579 -11.138  -0.30
N7 18.080 6.876 -16.897  -0.44
C4 18.059 7.488 -15.774  0.44
N8 17.372 6.781 -14.906  -0.36
O4 18.638 8.485 -15.492  -0.44
H13 17.436 6.106 -17.006  0.13
H14 18.600 7.248 -17.679  0.27
H15 17.440 6.991 -13.921  0.08
H16 17.007 5.880 -15.182  0.15
C5 22.890 10.081 -15.249  -1.71
C6 21.376 10.040 -14.991  1.23
C7 20.892 11.301 -14.264  -1.09
O5 20.795 9.981 -16.228  -0.64
H17 23.177 11.044 -15.670  0.38
H18 23.249 9.308 -15.929  0.40
H19 23.471 9.998 -14.330  0.38
H20 21.155 9.197 -14.336  -0.19
H21 21.683 11.664 -13.607  0.41
H22 19.996 11.206 -13.650  0.12
H23 20.742 12.197 -14.867  0.31
H24 19.941 9.584 -16.044  0.49
C8 18.431 13.716 -7.688  -1.51
C9 16.983 13.726 -8.008  0.53
C10 16.628 12.591 -8.925  -0.58
O6 16.270 13.504 -6.767  -0.57
H25 18.614 14.604 -7.083  0.42
H26 18.970 13.704 -8.635  0.36
H27 18.796 12.884 -7.085  0.32
H28 16.821 14.720 -8.424  0.24
H29 17.183 12.704 -9.856  0.33
H30 15.566 12.584 -9.169  -0.01
H31 16.873 11.632 -8.469  0.11
H32 16.516 14.205 -6.159  0.34
C11 16.242 15.320 -14.292  -1.54
C12 15.200 14.709 -13.460  0.93
C13 15.419 14.794 -11.945  -0.74
O7 13.942 15.233 -13.807  -0.63
H33 15.887 15.460 -15.313  0.35
H34 17.244 14.892 -14.342  0.29
H35 16.405 16.329 -13.914  0.39
H36 15.224 13.649 -13.711  0.12
H37 14.740 14.170 -11.363  -0.32
H38 15.244 15.800 -11.563  0.48
H39 16.415 14.443 -11.677  0.22
H40 13.489 14.421 -14.047  0.43
C14 20.509 7.684 -11.647  -0.93
C15 19.330 6.660 -11.714  0.85
C16 19.641 5.429 -10.794  -1.49
O8 18.177 7.318 -11.314  -0.43
H41 20.302 8.469 -12.374  -0.14
H42 21.528 7.299 -11.679  0.52
H43 20.500 8.162 -10.667  0.21
H44 19.206 6.369 -12.757  0.16
H45 20.654 5.316 -10.409  0.36
H46 19.615 4.513 -11.385  0.48
H47 18.875 5.224 -10.046  0.25
H48 17.395 6.784 -11.472  0.24
C17 18.433 8.797 -8.627  -0.98
C18 17.092 8.594 -7.909  0.59
C19 16.272 7.693 -8.717  -1.09
O9 17.309 8.225 -6.680  -0.56
H49 19.182 9.391 -8.103  0.46
H50 18.198 9.407 -9.499  0.06
H51 18.857 7.813 -8.826  0.33
H52 16.567 9.548 -7.860  0.09
H53 15.956 8.160 -9.650  0.00
H54 15.329 7.546 -8.190  0.54
H55 16.795 6.745 -8.835  0.16
H56 16.452 8.297 -6.253  0.43

2.
Here is the molecule CH4N2O2 from the OMol25 dataset. Energies are from ωB97M-V/def2-TZVPD.

## Properties
M, g/mol: 76.055
Energy above the lowest of the compared OMol25 structures with the same formula, charge and spin, kcal per mole: 111.64
HOMO (alpha / beta), eV: -8.6 / -8.6
Lowest unoccupied orbital energy (alpha / beta), eV: 0.37 / 0.37
Energy, eV: -8171.8443

Last column: Mulliken charge in e.
CARTESIAN COORDINATES (ANGSTROEM)
C1 -1.057 0.300 0.012  -0.64
N1 1.107 -0.496 0.328  0.17
N2 0.445 0.333 -0.401  0.66
O1 2.320 -0.722 0.127  -0.59
O2 0.996 0.934 -1.332  -0.62
H1 -1.553 1.310 0.118  0.26
H2 -1.115 -0.262 1.005  0.27
H3 -1.698 -0.281 -0.733  0.28
H4 0.555 -1.117 0.877  0.21

3.
Here is the molecule C4H3NO2S from the OMol25 dataset. Energies are from ωB97M-V/def2-TZVPD.

## Properties
M, g/mol: 129.140
SMILES: [O-][N+]#S1=C=C(O)C=C1
Energy above the lowest of the compared OMol25 structures with the same formula, charge and spin, kcal per mole: 169.98
HOMO (alpha / beta), eV: -8.8 / -8.0
Lowest unoccupied orbital energy (alpha / beta), eV: -0.08 / -1.87
Energy, eV: -20609.6841

Last column: Mulliken charge in e.
CARTESIAN COORDINATES (ANGSTROEM)
O1 3.426 0.417 -1.175  -0.33
N1 2.659 0.853 -0.400  0.13
S1 1.410 -0.479 0.526  -0.01
C1 0.059 -1.352 -0.211  -0.26
C2 -1.079 -0.729 -0.173  0.75
O2 -2.203 -0.965 -0.910  -0.51
C3 -1.046 0.501 0.576  -0.63
C4 0.207 0.767 0.981  -0.46
H1 -2.040 -1.733 -1.517  0.32
H2 -1.772 1.176 0.707  0.48
H3 0.379 1.545 1.597  0.50

4.
Here is C16H15GaN5O5 as an isolated structure from the OMol25 dataset. Energies are from ωB97M-V/def2-TZVPD.

## Properties
M, g/mol: 427.049
Charge: +1
Energy above the lowest of the compared OMol25 structures with the same formula, charge and spin, kcal per mole: 0.00
HOMO, eV: -11.4
Lowest unoccupied orbital energy, eV: -2.93
Energy, eV: -86893.9762

Last column: Mulliken charge in e.
CARTESIAN COORDINATES (ANGSTROEM)
Ga1 -0.117 0.679 -0.796  0.16
O1 -0.878 -0.763 -1.452  -0.15
C1 -0.379 -1.639 -2.344  0.28
C2 -1.206 -2.696 -2.724  -0.57
C3 -0.773 -3.653 -3.615  -0.50
C4 0.511 -3.582 -4.142  -0.80
C5 1.336 -2.542 -3.786  -0.99
C6 0.914 -1.540 -2.894  1.22
C7 1.795 -0.444 -2.573  0.47
N1 1.482 0.696 -1.931  0.22
C8 2.607 1.476 -1.896  -0.35
C9 3.607 0.819 -2.532  -0.64
N2 3.086 -0.369 -2.948  -0.06
H1 -2.195 -2.728 -2.301  0.50
H2 -1.428 -4.460 -3.898  0.41
H3 0.859 -4.331 -4.834  0.42
H4 2.320 -2.495 -4.222  0.29
H5 2.602 2.434 -1.418  0.50
H6 4.619 1.100 -2.723  0.44
H7 3.600 -1.090 -3.431  0.19
O2 0.968 0.296 0.934  -0.60
C10 -0.033 0.721 1.556  0.59
O3 -0.995 1.212 0.883  -0.59
C11 -0.132 0.706 3.013  0.28
C12 1.002 0.666 3.825  -0.50
C13 0.860 0.683 5.200  -0.62
C14 -0.402 0.707 5.769  -0.45
C15 -1.523 0.733 4.951  -0.19
C16 -1.406 0.752 3.574  -0.25
N3 -2.851 0.755 5.555  1.05
O4 -2.913 0.718 6.758  -0.60
O5 -3.791 0.811 4.800  -0.60
H8 1.983 0.638 3.377  0.48
H9 1.731 0.685 5.833  0.42
H10 -0.536 0.697 6.839  0.51
H11 -2.289 0.784 2.953  0.58
N4 -2.574 1.760 -1.614  -0.55
N5 -1.250 2.316 -1.630  -0.27
H12 -3.281 2.487 -1.716  0.28
H13 -2.728 1.270 -0.731  0.29
H14 -1.174 3.175 -1.067  0.32
H15 -1.027 2.554 -2.601  0.37

5.
Here is C13H20Br21F2NO2PS2 as an isolated structure from the OMol25 dataset. Energies are from ωB97M-V/def2-TZVPD.

## Properties
M, g/mol: 2033.396
Charge: -1
HOMO, eV: -5.3
Lowest unoccupied orbital energy, eV: 1.45
Energy, eV: -1526676.4485

Last column: Mulliken charge in e.
CARTESIAN COORDINATES (ANGSTROEM)
C1 2.946 -1.076 0.011  -0.97
C2 1.891 -1.859 0.807  -0.27
C3 0.912 -2.676 -0.031  -0.20
C4 -0.030 -1.892 -0.940  -1.37
P1 -1.213 -0.720 -0.063  0.56
S1 -2.055 -0.120 -2.093  -0.14
S2 0.286 0.923 -0.172  -0.33
N1 -2.601 -2.029 -0.033  -0.06
C5 -2.295 -3.165 0.725  0.26
O1 -2.319 -4.271 0.283  -0.54
F1 -1.971 -3.010 2.015  -0.10
C6 -3.813 -1.497 0.379  0.35
O2 -4.697 -1.116 -0.320  -0.55
F2 -3.985 -1.455 1.730  -0.23
H1 3.925 -1.517 0.134  0.45
H2 2.710 -1.028 -1.039  0.30
H3 3.018 -0.086 0.435  -0.07
H4 1.388 -1.201 1.495  -0.04
H5 2.420 -2.571 1.431  0.53
H6 0.397 -3.356 0.639  -0.19
H7 1.518 -3.300 -0.683  0.53
H8 -0.634 -2.580 -1.512  0.59
H9 0.565 -1.302 -1.617  0.46
H10 -0.728 -1.110 1.232  -0.27
H11 -2.115 0.192 0.592  0.19
H12 -1.553 1.105 -2.246  -0.08
H13 -0.359 2.060 0.128  0.19
C7 -0.867 -1.624 -5.694  -0.31
Br1 -1.932 -0.030 -5.788  -0.01
Br2 -0.512 -2.346 -7.451  -0.08
Br3 0.759 -1.339 -4.711  0.01
H14 -1.445 -2.361 -5.157  0.34
C8 -4.485 -0.326 4.600  0.69
Br4 -6.355 0.060 4.347  -0.05
Br5 -3.409 1.265 4.704  0.00
Br6 -4.188 -1.472 6.131  -0.04
H15 -4.153 -0.867 3.726  -0.52
C9 -1.782 4.282 -5.673  -0.35
Br7 -3.640 4.772 -5.820  -0.03
Br8 -0.624 5.809 -5.899  -0.03
Br9 -1.418 3.343 -4.039  0.15
H16 -1.569 3.602 -6.485  0.34
C10 -0.832 -5.945 3.304  0.40
Br10 0.775 -6.479 2.391  -0.04
Br11 -1.929 -7.463 3.759  -0.05
Br12 -0.444 -4.866 4.846  -0.02
H17 -1.397 -5.334 2.622  -0.35
C11 3.010 6.613 -3.701  -0.32
Br13 4.324 7.386 -2.523  -0.05
Br14 3.509 6.819 -5.553  -0.04
Br15 2.647 4.779 -3.258  0.08
H18 2.092 7.163 -3.558  0.32
C12 0.776 2.567 4.199  -0.34
Br16 1.859 3.190 2.734  0.00
Br17 -0.505 3.900 4.759  -0.09
Br18 -0.066 0.906 3.756  0.06
H19 1.431 2.387 5.037  0.36
C13 5.872 2.024 2.611  -0.38
Br19 5.777 3.874 3.152  -0.03
Br20 5.095 0.858 3.933  -0.02
Br21 5.101 1.731 0.871  0.04
H20 6.918 1.772 2.540  0.38

6.
Here is the molecule C16H22N2O2S from the OMol25 dataset. Energies are from ωB97M-V/def2-TZVPD.

## Properties
M, g/mol: 306.431
SMILES: CC[C@]1(c2cccc(NS(=O)(=O)C3CC3)c2)[C@@H]2CNC[C@@H]21
Energy above the lowest of the compared OMol25 structures with the same formula, charge and spin, kcal per mole: 102.30
HOMO, eV: -8.5
Lowest unoccupied orbital energy, eV: 0.75
Energy, eV: -34856.7796

Last column: Mulliken charge in e.
CARTESIAN COORDINATES (ANGSTROEM)
C1 1.747 1.148 2.909  -1.41
C2 0.305 0.987 3.163  -0.74
C3 -0.381 0.196 2.045  0.59
C4 -0.282 0.732 0.663  -0.47
C5 -1.141 1.744 0.276  -0.11
C6 -1.032 2.285 -1.004  -1.05
C7 -0.116 1.767 -1.909  0.04
C8 0.764 0.751 -1.494  -0.58
N1 1.787 0.228 -2.298  -0.31
S1 1.401 -1.146 -3.186  1.22
O1 0.908 -2.186 -2.286  -0.66
O2 2.617 -1.620 -3.900  -0.71
C9 0.099 -0.633 -4.327  -0.19
C10 0.214 0.611 -5.215  -0.59
C11 0.422 -0.776 -5.811  -0.50
C12 0.677 0.240 -0.208  0.31
C13 -1.720 -0.480 2.325  -0.56
C14 -2.154 -0.623 3.780  -0.90
N2 -1.260 -1.599 4.380  -0.32
C15 -0.204 -2.019 3.453  -0.95
C16 -0.504 -1.344 2.104  -0.17
H1 2.287 1.401 3.849  0.41
H2 2.150 0.255 2.421  0.29
H3 1.910 1.944 2.182  0.32
H4 0.180 0.473 4.125  0.51
H5 -0.187 1.955 3.297  0.39
H6 -1.858 2.155 0.986  0.47
H7 -1.745 3.001 -1.348  0.41
H8 -0.055 2.212 -2.889  0.42
H9 2.625 -0.015 -1.779  0.48
H10 -0.895 -0.924 -3.973  0.38
H11 1.096 1.275 -5.200  0.25
H12 -0.703 1.140 -5.482  0.26
H13 1.452 -1.095 -6.123  0.23
H14 -0.368 -1.090 -6.496  0.26
H15 1.344 -0.552 0.112  0.37
H16 -2.486 -0.494 1.555  0.52
H17 -2.090 0.315 4.284  0.26
H18 -3.166 -0.997 3.827  0.40
H19 -1.717 -2.387 4.839  0.29
H20 -0.209 -3.124 3.307  0.37
H21 0.778 -1.755 3.861  0.22
H22 -0.489 -1.959 1.188  0.55